(1)
Here is a gas-phase ion, C3H5O3 (charge -1) in a non-equilibrium geometry from OMol25. Energies are from ωB97M-V/def2-TZVPD.

Computed properties:
LUMO level = 0.135 Ha
Total charge = -1
ΔE to the lowest compared entry with this formula, charge and spin = 68.80 kJ/mol
HOMO energy = -3.691 eV
SMILES string = O=C([O-])CCO
Kohn-Sham gap = 7.375 eV

Each line ends with the natural charge from an NBO analysis.
Cartesian coordinates (Å):
1 O 1.6543 -1.8368 -0.6677  -0.792
2 C 1.0343 -1.4263 0.3218  0.798
3 O 0.7801 -2.0175 1.3391  -0.773
4 C 0.5598 0.2302 0.4191  -0.569
5 C -0.7823 0.3199 -0.2480  -0.066
6 O -0.9278 1.7459 -0.5827  -0.772
7 H 1.3181 0.7699 -0.0993  0.207
8 H 0.5306 0.4126 1.4886  0.198
9 H -0.6937 -0.2631 -1.2401  0.164
10 H -1.6865 0.1277 0.3003  0.163
11 H -1.7870 1.9374 -1.0311  0.442

(2)
Here is a molecular structure, C25H29I2N5O2SV in a non-equilibrium geometry from OMol25. Energies are from ωB97M-V/def2-TZVPD.

Computed properties:
LUMO level (alpha / beta) = -0.285 / -0.257 Ha
⟨S²⟩ = 0.773
Total charge = +2
ΔE to the lowest compared entry with this formula, charge and spin = 48.00 kJ/mol
HOMO energy (alpha / beta) = -13.563 / -13.580 eV
2S+1 = 2
Kohn-Sham gap (alpha / beta) = 5.799 / 6.579 eV

Each line ends with the natural charge from an NBO analysis.
Cartesian coordinates (Å):
1 V 0.0694 0.2988 -0.5890  1.445
2 C 0.3420 -1.4086 1.9141  -0.283
3 C 0.7147 -2.6488 1.3917  -0.139
4 C -0.2544 -3.5535 1.0002  -0.208
5 C -1.6045 -3.2268 1.1134  -0.182
6 C -1.9828 -1.9996 1.6271  -0.204
7 C -1.0090 -1.0888 2.0335  -0.230
8 H 1.1028 -0.7452 2.3088  0.224
9 H 1.7634 -2.9109 1.3300  0.220
10 H 0.0350 -4.5227 0.6164  0.234
11 H -2.3587 -3.9440 0.8180  0.238
12 H -3.0316 -1.7579 1.7422  0.235
13 H -1.3137 -0.1671 2.5169  0.210
14 I 5.3464 4.2463 3.3350  0.273
15 C 4.1293 2.9909 2.2377  -0.151
16 C 4.6957 2.0609 1.3747  -0.246
17 C 3.8881 1.2152 0.6219  -0.164
18 I 4.8280 -0.1365 -0.6269  0.225
19 C 2.5125 1.3159 0.7567  0.183
20 O 1.6618 0.5196 0.0089  -0.618
21 C 1.9271 2.2204 1.6365  -0.014
22 C 0.4495 2.2175 1.8991  -0.250
23 N -0.3853 2.0235 0.6885  -0.610
24 C -0.4875 3.2425 -0.1497  -0.276
25 C -0.0611 3.0339 -1.5778  0.246
26 C -0.0470 4.1021 -2.4599  -0.222
27 C 0.4221 3.9127 -3.7450  -0.088
28 C 0.8854 2.6561 -4.1153  -0.230
29 C 0.8260 1.6341 -3.1987  0.078
30 N 0.3423 1.8118 -1.9553  -0.479
31 C 2.7474 3.0672 2.3682  -0.223
32 H 5.7708 1.9928 1.2837  0.255
33 H 0.1654 3.1508 2.3897  0.229
34 H 0.1990 1.4055 2.5835  0.236
35 H -1.3155 1.7769 1.0077  0.422
36 H 0.1564 4.0138 0.2787  0.246
37 H -1.5069 3.6301 -0.1201  0.254
38 H -0.3928 5.0719 -2.1277  0.252
39 H 0.4378 4.7352 -4.4474  0.255
40 H 1.2835 2.4693 -5.1019  0.253
41 H 1.1672 0.6410 -3.4415  0.219
42 H 2.3056 3.7784 3.0542  0.241
43 C -1.0422 -3.5853 -4.9028  -0.624
44 C -0.5850 -2.1415 -4.9681  -0.219
45 N 0.8104 -1.9855 -4.5155  -0.556
46 C 1.2170 -1.7567 -3.2772  0.387
47 S 0.0450 -1.6561 -1.9917  -0.107
48 N 2.5115 -1.6649 -3.0106  -0.566
49 C 3.5942 -1.8592 -3.9769  -0.237
50 C 3.9161 -3.3254 -4.2205  -0.626
51 H -2.0555 -3.6726 -5.2923  0.245
52 H -1.0391 -3.9487 -3.8750  0.220
53 H -0.3989 -4.2302 -5.5024  0.221
54 H -1.2010 -1.4947 -4.3475  0.223
55 H -0.6176 -1.7544 -5.9858  0.223
56 H 1.5215 -2.2360 -5.1885  0.417
57 H 2.7446 -1.5401 -2.0358  0.434
58 H 4.4598 -1.3336 -3.5777  0.231
59 H 3.3329 -1.3355 -4.9003  0.202
60 H 4.2531 -3.8044 -3.3021  0.230
61 H 4.7107 -3.4111 -4.9603  0.246
62 H 3.0533 -3.8824 -4.5892  0.210
63 O -4.0917 0.2061 -1.2532  -0.431
64 C -2.9617 0.2459 -1.0080  0.896
65 N -1.7800 0.2886 -0.7461  -0.878

(3)
Here is a gas-phase ion, C5H10NO (charge +1) in a non-equilibrium geometry from OMol25. Energies are from ωB97M-V/def2-TZVPD.

Computed properties:
LUMO level = -0.142 Ha
Total charge = +1
ΔE to the lowest compared entry with this formula, charge and spin = 186.72 kJ/mol
HOMO energy = -14.731 eV
SMILES string = C=C([NH3+])CCC=O
Kohn-Sham gap = 10.880 eV

Each line ends with the natural charge from an NBO analysis.
Cartesian coordinates (Å):
1 C -0.8643 1.9191 -0.9870  -0.311
2 C -0.3540 0.7902 -0.5109  0.120
3 N 0.1482 -0.1705 -1.5388  -0.743
4 C 0.3114 0.6662 0.8293  -0.465
5 C 0.7097 -0.7089 1.3666  -0.521
6 C -0.2791 -1.8235 0.9965  0.490
7 O -0.3631 -2.2047 -0.1554  -0.544
8 H -1.2470 2.0154 -1.9965  0.222
9 H -0.9570 2.7979 -0.3608  0.242
10 H -0.0671 -1.1439 -1.1454  0.454
11 H 1.1338 -0.2817 -1.7846  0.438
12 H -0.4106 -0.0484 -2.3861  0.436
13 H -0.5186 0.9390 1.5010  0.253
14 H 1.1670 1.3408 0.8822  0.258
15 H 1.7101 -0.9954 1.0398  0.248
16 H 0.6822 -0.7330 2.4540  0.251
17 H -0.8017 -2.3587 1.7960  0.172

(4)
Here is a molecular structure, C13H18F5I2OP2SSc in a non-equilibrium geometry from OMol25. Energies are from ωB97M-V/def2-TZVPD.

Computed properties:
LUMO level (alpha / beta) = -0.408 / -0.408 Ha
Total charge = +2
HOMO energy (alpha / beta) = -14.802 / -14.803 eV
Kohn-Sham gap (alpha / beta) = 3.710 / 3.710 eV

Each line ends with the natural charge from an NBO analysis.
Cartesian coordinates (Å):
1 I 2.1427 1.5122 -2.4678  0.247
2 I 0.5464 3.7141 -0.7952  0.261
3 Sc 0.1172 0.6262 -0.2030  1.132
4 P 2.4297 1.3604 1.1220  0.759
5 C 3.4711 -0.0974 1.4637  -0.936
6 C 3.6884 2.5850 0.6264  -0.935
7 H 4.4299 2.6914 1.4333  0.271
8 H 3.0273 2.2313 3.3060  0.259
9 H 3.2081 3.5529 0.4325  0.243
10 H 1.3933 2.7849 2.7861  0.244
11 H 3.8251 -0.5090 0.5092  0.242
12 H 4.1762 2.2599 -0.3004  0.247
13 C 2.0807 1.9253 2.8278  -0.926
14 H 4.3271 0.2071 2.0836  0.267
15 H 1.5996 1.1170 3.4028  0.270
16 H 2.8792 -0.8619 1.9868  0.266
17 P -1.7658 0.9554 -2.1004  0.741
18 C -2.5132 -0.4266 -3.0125  -0.931
19 C -3.2533 1.7099 -1.3538  -0.918
20 H -1.1246 3.0886 -3.0819  0.242
21 H -2.3447 2.2255 -4.0985  0.270
22 H -0.6062 1.7226 -4.0911  0.247
23 C -1.4347 2.1179 -3.4912  -0.912
24 H -2.9669 2.6255 -0.8172  0.247
25 H -3.9806 1.9490 -2.1458  0.267
26 H -3.3781 -0.0674 -3.5859  0.273
27 H -2.8344 -1.1994 -2.3066  0.263
28 H -3.6946 0.9996 -0.6387  0.272
29 H -1.7720 -0.8582 -3.6928  0.251
30 C 0.1707 -1.2580 -1.3070  0.428
31 O 0.1186 -2.2970 -1.8096  -0.304
32 F -1.1765 -5.7951 1.3889  -0.251
33 C -1.0876 -4.4546 1.4978  0.313
34 C -2.0330 -3.6450 0.8658  0.284
35 F -3.0279 -4.1926 0.1346  -0.263
36 C -1.9441 -2.2629 1.0046  0.323
37 F -2.8334 -1.4823 0.3044  -0.303
38 C -0.9240 -1.6540 1.7546  -0.337
39 S -0.8952 0.0922 1.9812  -0.210
40 C 0.0336 -2.5030 2.3471  0.326
41 F 1.0739 -1.9472 3.0322  -0.292
42 C -0.0384 -3.8797 2.2120  0.327
43 F 0.8909 -4.6626 2.7959  -0.265

(5)
Here is a gas-phase ion, C4H11N2O (charge +1) in a non-equilibrium geometry from OMol25. Energies are from ωB97M-V/def2-TZVPD.

Computed properties:
LUMO level = -0.140 Ha
Total charge = +1
ΔE to the lowest compared entry with this formula, charge and spin = 277.27 kJ/mol
HOMO energy = -13.636 eV
SMILES string = NCC[C@@H]([NH3+])C=O
Kohn-Sham gap = 9.837 eV

Each line ends with the natural charge from an NBO analysis.
Cartesian coordinates (Å):
1 N 1.1573 -1.4235 1.5389  -0.862
2 C -0.1511 -1.6806 1.1498  -0.220
3 C -0.3848 -1.1563 -0.3272  -0.416
4 C 0.1712 0.3332 -0.2989  -0.169
5 N 0.6488 0.7109 -1.7381  -0.695
6 C -0.8986 1.2596 0.1401  0.396
7 O -0.9167 2.3862 -0.3382  -0.500
8 H 1.8875 -1.9845 1.0694  0.377
9 H 1.2646 -1.7259 2.5363  0.392
10 H -0.5553 -2.7324 1.2420  0.205
11 H -0.9113 -1.1275 1.7461  0.199
12 H 0.1640 -1.6273 -1.2292  0.203
13 H -1.5015 -1.2631 -0.4511  0.246
14 H 0.8997 0.3999 0.4717  0.299
15 H 1.7216 0.6983 -1.8508  0.456
16 H 0.4166 -0.0133 -2.4628  0.447
17 H 0.3025 1.6124 -2.0017  0.466
18 H -1.4172 1.1264 1.0474  0.177

(6)
Here is a molecular structure, C38H96F6NO18S2V in a non-equilibrium geometry from OMol25. Energies are from ωB97M-V/def2-TZVPD.

Computed properties:
LUMO level (alpha / beta) = -0.125 / -0.315 Ha
⟨S²⟩ = 0.754
Total charge = +1
HOMO energy (alpha / beta) = -11.233 / -11.233 eV
2S+1 = 2
Kohn-Sham gap (alpha / beta) = 7.833 / 2.653 eV

Each line ends with the Mulliken spin population.
Cartesian coordinates (Å):
1 O 3.9318 2.0675 0.9822  0.000
2 V 3.7812 0.5057 0.9717  0.000
3 O 5.1294 -0.2643 1.4377  0.000
4 C 0.1028 1.8623 0.7922  -0.001
5 F -0.6061 1.0653 1.5218  0.000
6 F -0.6751 2.8185 0.3403  -0.002
7 F 1.0526 2.3786 1.5427  0.000
8 S 0.8971 0.9484 -0.6448  0.000
9 O -0.1531 0.5319 -1.5548  0.000
10 O 1.8036 1.9236 -1.2342  -0.001
11 N 1.8901 -0.2570 0.2672  0.003
12 S 1.0378 -1.5540 -0.1257  -0.004
13 O -0.3482 -1.6438 0.2507  0.001
14 O 1.3169 -2.0016 -1.4744  0.000
15 C 1.9234 -2.9700 0.9167  0.000
16 F 2.0294 -4.0842 0.1069  0.000
17 F 3.0847 -2.5799 1.3490  0.000
18 F 1.1129 -3.2603 1.9429  0.000
19 C 2.9708 2.1470 -4.7104  0.001
20 C 1.7682 3.0138 -5.1080  0.001
21 C 0.6836 2.2049 -5.7709  -0.001
22 O 1.3006 3.5065 -3.8677  0.003
23 H 2.6638 1.5396 -3.8590  0.000
24 H 3.8023 2.8042 -4.4557  0.000
25 H 3.2687 1.4690 -5.5102  0.000
26 H 2.1036 3.8667 -5.6981  0.000
27 H 0.4818 1.2286 -5.3303  0.000
28 H 0.8717 1.9000 -6.8003  0.000
29 H -0.2733 2.7261 -5.7439  0.001
30 H 1.3366 2.7917 -3.2279  0.000
31 C 2.7648 -9.6578 0.4455  0.000
32 C 2.1127 -8.5637 -0.3450  0.000
33 C 2.6524 -7.1341 -0.0841  0.000
34 O 2.2767 -8.9490 -1.6752  0.000
35 H 2.5563 -10.6610 0.0738  0.000
36 H 2.7210 -9.5504 1.5293  0.000
37 H 3.8472 -9.5478 0.3794  0.000
38 H 1.0335 -8.6454 -0.2162  0.000
39 H 2.4443 -6.4233 -0.8838  0.000
40 H 3.7351 -7.2444 -0.0242  0.000
41 H 2.3215 -6.7342 0.8744  0.000
42 H 3.0799 -8.5756 -2.0452  0.000
43 C -1.5056 5.8144 -4.8479  0.006
44 C -2.1166 4.8590 -3.7908  0.057
45 C -1.5680 5.0736 -2.3905  0.150
46 O -3.5249 5.2103 -3.6381  0.753
47 H -2.0133 5.7694 -5.8114  0.002
48 H -0.4464 5.5960 -4.9840  0.001
49 H -1.5748 6.8786 -4.6228  0.001
50 H -2.0558 3.8096 -4.0792  0.016
51 H -1.8199 6.0987 -2.1187  0.002
52 H -0.4933 4.8977 -2.3441  0.012
53 H -2.0397 4.5314 -1.5711  0.005
54 H -3.9076 4.4975 -3.1215  -0.011
55 C -3.3388 -3.8738 4.3337  0.000
56 C -1.8102 -4.0462 4.4857  0.000
57 C -1.1908 -2.6795 4.3064  0.000
58 O -1.5614 -4.4920 5.7967  0.000
59 H -3.6124 -3.6043 3.3136  0.000
60 H -3.6903 -3.0474 4.9515  0.000
61 H -3.7984 -4.8278 4.5922  0.000
62 H -1.4410 -4.8129 3.8046  0.000
63 H -1.2926 -1.9788 5.1351  0.000
64 H -1.5774 -2.1684 3.4247  0.000
65 H -0.1319 -2.7112 4.0497  0.000
66 H -1.9419 -5.3694 5.8802  0.000
67 C -2.0651 3.2091 3.9259  0.000
68 C -1.5158 4.6708 4.3492  0.000
69 C -1.8681 5.6390 3.2447  0.000
70 O -2.0911 4.9457 5.5972  0.000
71 H -1.5701 2.9455 2.9913  0.000
72 H -3.1337 3.1295 3.7260  0.000
73 H -1.8696 2.5286 4.7546  0.000
74 H -0.4514 4.7690 4.5627  0.000
75 H -2.8513 5.4790 2.8023  0.000
76 H -1.1911 5.6229 2.3906  0.000
77 H -1.8409 6.6645 3.6132  0.000
78 H -3.0324 4.7610 5.5604  0.000
79 C 6.3868 -0.1196 -2.8895  0.000
80 C 5.0031 -0.3808 -2.1759  0.000
81 C 5.1184 -1.7096 -1.4658  0.000
82 O 4.7128 0.5504 -1.1855  0.000
83 H 7.2753 -0.0027 -2.2690  0.000
84 H 6.2994 0.7792 -3.5000  0.000
85 H 6.6246 -0.9123 -3.5988  0.000
86 H 4.1930 -0.4255 -2.9038  0.000
87 H 5.5696 -2.4641 -2.1102  0.000
88 H 4.1568 -2.0964 -1.1286  0.000
89 H 5.7675 -1.6614 -0.5915  0.000
90 H 4.7179 1.3742 -1.6784  0.000
91 C -0.9302 -5.5349 -0.0001  0.000
92 C -2.3583 -5.5681 0.4136  0.000
93 C -3.0237 -4.1828 0.2721  0.000
94 O -3.0107 -6.5059 -0.4031  0.000
95 H -0.7761 -5.2336 -1.0363  0.000
96 H -0.3951 -6.4829 -0.0559  0.000
97 H -0.3462 -4.8668 0.6329  0.000
98 H -2.4300 -5.9390 1.4360  0.000
99 H -2.5579 -3.5567 1.0331  0.000
100 H -4.1005 -4.1969 0.4407  0.000
101 H -2.7820 -3.8228 -0.7279  0.000
102 H -3.0858 -6.1847 -1.3047  0.000
103 C -3.2297 0.6026 -2.9270  0.001
104 C -4.1313 -0.1960 -2.0109  0.000
105 C -3.4024 -0.8225 -0.7843  0.000
106 O -5.2540 0.5442 -1.6141  0.000
107 H -3.8313 0.9369 -3.7722  0.000
108 H -2.3484 0.0692 -3.2832  -0.001
109 H -2.8535 1.4337 -2.3306  -0.001
110 H -4.5425 -0.9714 -2.6572  0.000
111 H -2.6767 -1.5875 -1.0605  0.000
112 H -4.1007 -1.3295 -0.1185  0.000
113 H -2.9012 -0.0106 -0.2574  0.000
114 H -5.9244 -0.1322 -1.4931  0.000
115 C -0.5051 -2.8048 -5.8740  0.000
116 C -0.7768 -3.6264 -4.6085  0.000
117 C -0.9979 -2.7066 -3.4307  0.000
118 O -1.9301 -4.4003 -4.8329  0.000
119 H 0.3852 -2.1822 -5.7851  0.000
120 H -1.3340 -2.1884 -6.2219  0.000
121 H -0.2923 -3.5047 -6.6820  0.000
122 H 0.0282 -4.3227 -4.3736  0.000
123 H -1.8861 -2.0782 -3.4957  0.000
124 H -0.1804 -1.9877 -3.3766  0.000
125 H -1.0616 -3.3282 -2.5376  0.000
126 H -1.9013 -4.7052 -5.7427  0.000
127 C 2.6101 -1.1047 4.7430  0.000
128 C 1.9122 -0.1929 3.7477  0.000
129 C 1.0528 0.8524 4.5297  0.000
130 O 2.9588 0.5111 3.1273  0.000
131 H 1.8728 -1.6898 5.2926  0.000
132 H 3.2662 -0.5671 5.4276  0.000
133 H 3.2858 -1.7884 4.2291  0.000
134 H 1.3610 -0.6833 2.9453  0.000
135 H 0.7693 1.7353 3.9567  0.000
136 H 1.6754 1.2095 5.3500  0.000
137 H 0.1022 0.3701 4.7571  0.000
138 H 3.4722 0.8378 3.8697  0.000
139 C 2.3184 4.7227 3.6200  0.000
140 C 3.3831 4.9755 4.6793  0.000
141 C 4.6093 5.6755 4.1809  0.000
142 O 2.8958 5.7373 5.7994  0.000
143 H 2.0034 5.6850 3.2166  0.000
144 H 1.4461 4.2699 4.0914  0.000
145 H 2.6357 4.0306 2.8400  0.000
146 H 3.6702 3.9976 5.0659  0.000
147 H 4.5212 6.7233 3.8935  0.000
148 H 4.9429 5.1926 3.2624  0.000
149 H 5.4556 5.5146 4.8486  0.000
150 H 2.5951 6.5741 5.4376  0.000
151 C -4.4042 3.3721 0.7250  0.001
152 C -5.1592 3.9179 -0.4682  -0.002
153 C -4.8339 5.3699 -0.5299  0.000
154 O -4.6158 3.3423 -1.6586  0.003
155 H -4.5534 3.9541 1.6345  0.000
156 H -3.3243 3.4107 0.5823  0.000
157 H -4.6845 2.3524 0.9891  0.000
158 H -6.2210 3.6733 -0.4397  0.000
159 H -5.4173 5.7713 -1.3585  0.001
160 H -3.7722 5.5897 -0.6415  0.001
161 H -5.2069 5.8850 0.3554  0.000
162 H -4.9046 2.4270 -1.6410  -0.001

(7)
Here is a single C4H8N2O3 molecule in a non-equilibrium geometry from OMol25. Energies are from ωB97M-V/def2-TZVPD.

Computed properties:
LUMO level = 0.027 Ha
ΔE to the lowest compared entry with this formula, charge and spin = 236.63 kJ/mol
HOMO energy = -9.528 eV
SMILES string = CNN(C)C(=O)C(=O)O
Kohn-Sham gap = 10.256 eV

Each line ends with the natural charge from an NBO analysis.
Cartesian coordinates (Å):
1 C 0.2877 -1.2133 -2.0916  -0.425
2 N 0.6256 0.1115 -1.5956  -0.452
3 N -0.0007 0.3609 -0.2103  -0.287
4 C -1.2415 1.0901 -0.3109  -0.418
5 C 0.8330 0.1434 0.7834  0.584
6 O 1.9514 -0.3115 0.7492  -0.594
7 C 0.0003 0.2515 2.2317  0.709
8 O -1.0121 0.8549 2.4701  -0.594
9 O 0.7090 -0.3770 3.1623  -0.658
10 H 0.7388 -1.3288 -3.0781  0.212
11 H 0.6479 -2.0235 -1.4467  0.186
12 H -0.7947 -1.2906 -2.1966  0.195
13 H 1.6378 0.1617 -1.4578  0.377
14 H -1.2801 1.9402 0.3688  0.232
15 H -1.3225 1.4771 -1.3240  0.229
16 H -2.0775 0.4268 -0.0924  0.206
17 H 0.2976 -0.2730 4.0385  0.498

(8)
Here is a single CH8Si3 molecule in a non-equilibrium geometry from OMol25. Energies are from ωB97M-V/def2-TZVPD.

Computed properties:
LUMO level (alpha / beta) = 0.009 / -0.119 Ha
⟨S²⟩ = 2.005
HOMO energy (alpha / beta) = -5.336 / -8.785 eV
2S+1 = 3
Kohn-Sham gap (alpha / beta) = 5.591 / 5.555 eV

Each line ends with the natural charge from an NBO analysis.
Cartesian coordinates (Å):
1 C -0.8745 -1.1031 1.4529  -1.038
2 Si -0.3597 1.2467 -1.4892  0.379
3 Si 1.5606 0.6338 -0.3045  0.163
4 Si -0.1593 -0.9002 -0.3400  0.598
5 H -0.6929 -0.1608 2.0265  0.237
6 H -1.9600 -1.2211 1.3923  0.238
7 H -0.3774 -1.9108 1.8178  0.234
8 H -1.1320 2.4976 -1.2867  -0.199
9 H -0.4770 1.1171 -3.1023  -0.135
10 H 3.0046 1.1451 -0.5135  -0.088
11 H 1.4556 0.9500 1.0418  -0.180
12 H 0.0118 -2.2943 -0.6951  -0.209